DFT (wB97M-V/def2-TZVPD) results for a molecular structure, C28H33N5S2Yb at a distorted geometry.

Its multiplicity is 2. Its lowest unoccupied orbital energy (alpha / beta) is -3.32 / -3.32 eV. Its orbital gap (alpha / beta) is 6.7 / 6.7 eV. As for the calculated total energy: -90218.5159 eV. Its total charge is +1. The energy above the lowest of the compared OMol25 structures with the same formula, charge and spin comes out at 83.1 kJ/mol.

Structure (XYZ):
```
69
C28H33N5S2Yb wB97M-V/def2-TZVPD
Yb 0.22260 -0.68620 -0.38885
S 2.24661 0.67709 -1.59053
S 1.45513 1.62797 2.23827
N -1.95810 -1.46577 -0.89326
N -2.20763 -0.64093 0.32482
N -1.26107 1.33609 -1.29978
N 0.24562 1.43809 1.02641
N -0.44435 3.60327 1.38700
C 0.74744 -3.26297 -0.03722
C 0.62460 2.77577 3.32973
C -0.24172 3.72103 2.77631
C -0.11283 3.52058 5.49661
C 0.97305 -1.28632 -3.04055
C 0.08701 0.37279 -5.05798
C -0.11242 -2.93192 1.00706
C -1.41602 -3.56819 1.29767
C -0.92274 4.46530 4.91741
C -1.08080 2.52378 -0.73398
C 3.25152 -2.74634 -0.68367
C -1.80494 1.29201 -2.54370
C -1.02049 4.55631 3.53302
C -1.84675 3.65332 -2.68142
C 0.40509 -4.13802 -1.21969
C 1.88612 -1.84165 1.32174
C -2.15210 2.43380 -3.27367
C 3.07054 -1.14105 1.93752
C 0.58509 -2.02899 1.85060
C -1.33596 3.70615 -1.39275
C 0.16992 -1.41576 3.17656
C 1.38030 0.07768 -3.01237
C 0.74177 2.72098 4.68939
C 1.96786 -2.56777 0.11197
C 0.15915 -1.78097 -4.05685
C -0.39967 2.49284 0.62027
C 0.95174 0.87405 -4.09657
C -0.34147 -0.94492 -5.04937
H 1.38696 2.02609 5.17754
H -0.30261 -4.98973 -0.99611
H 3.61766 -0.64147 1.13085
H -2.00817 0.27897 -2.95087
H -1.74862 5.18301 3.06893
H 3.78611 -1.97428 2.33386
H 1.02434 -1.45874 3.88397
H -2.17077 4.60882 -3.14521
H 2.97816 -3.24981 -1.63428
H -2.66530 0.19997 0.03517
H -0.00765 -2.85778 -4.26139
H 4.02030 -3.33244 -0.16326
H -2.68443 2.36863 -4.19627
H -0.02550 -3.54689 -2.01712
H -2.11093 -2.81829 1.70458
H -1.97601 -2.43555 -0.60834
H -0.97553 -1.30984 -5.83073
H -0.10858 3.46449 6.60671
H -0.65537 -1.91233 3.67593
H -2.71697 -1.31750 -1.57226
H 1.48416 -1.98542 -2.36222
H -0.08780 0.97561 -5.88743
H -0.06094 -0.34090 3.09066
H -2.87619 -1.07082 0.90575
H -1.05585 4.33642 1.02646
H -1.79446 -4.03209 0.40843
H 3.70175 -1.74145 -0.92429
H 2.79944 -0.50342 2.76798
H 1.29883 -4.61514 -1.63670
H 1.41295 1.88514 -4.25368
H -1.52964 5.06918 5.46491
H -1.36678 -4.35754 2.06707
H -1.09469 4.67396 -0.89880
```

=====

DFT (wB97M-V/def2-TZVPD) results for 2 unconnected molecules or ions with the total composition C28H33Si.

Its lowest unoccupied orbital energy is -5.46 eV. Its orbital gap is 5.1 eV. As for the calculated total energy: -37442.4998 eV. Its total charge is +1.

Structure (XYZ):
```
62
C28H33Si wB97M-V/def2-TZVPD
Si 4.37733 -0.43397 -2.38059
C -3.73692 1.45718 0.83144
C 3.07288 -0.43272 3.06479
C 0.92864 0.26684 2.11720
C -4.53020 -1.32063 1.43111
C -0.47123 -0.20320 -1.74496
C -3.66179 2.67388 1.55180
C -3.22547 -0.99988 0.96625
C 0.90119 -0.19748 -2.32336
C 2.93319 -1.38934 -3.18298
C -2.43774 -2.06017 0.46870
C -0.38920 -0.11084 1.66967
C 4.64750 -1.09149 -0.65027
C -4.76708 1.30683 -0.12924
C -1.43843 0.74820 1.38647
C -4.59124 3.68808 1.32730
C -2.76318 0.38681 1.05166
C -5.64728 2.34928 -0.40063
C 1.68645 -1.28617 -2.37325
C 2.57428 1.93085 2.80724
C -2.90675 -3.37590 0.48181
C 1.33243 1.62013 2.25325
C 3.97524 1.38871 -2.34636
C -5.56525 3.54539 0.32752
C -4.18377 -3.66757 0.97042
C -5.00035 -2.62981 1.43869
C 3.45026 0.91181 3.21196
C 1.83964 -0.75036 2.50927
C 5.90832 -0.69164 -3.43085
H 6.76078 -0.16238 -2.98275
H 2.82848 -0.98022 -4.20551
H 3.75345 -0.97799 -0.02385
H -6.39847 2.22467 -1.18084
H -4.85104 0.36524 -0.67762
H 5.47233 -0.54757 -0.16862
H -5.17179 -0.51939 1.80418
H -4.54794 4.59596 1.93218
H -0.59223 -1.17941 1.70054
H 1.19342 0.73016 -2.81771
H -2.25660 -4.16429 0.10330
H 2.99187 1.58110 -1.90053
H -4.53316 -4.70035 1.01297
H 1.40825 -2.18013 -1.81031
H 4.73934 1.91407 -1.75598
H -1.46204 -1.85882 0.02462
H -1.24629 1.82196 1.42217
H 1.52801 -1.79276 2.40981
H -0.98684 -1.16055 -1.90906
H 4.91479 -2.15675 -0.68047
H -6.00101 -2.83373 1.81682
H 6.16434 -1.75733 -3.50417
H 3.98521 1.80121 -3.36471
H -2.89167 2.78917 2.31809
H 0.63695 2.40873 1.95989
H 2.85273 2.97997 2.92975
H 3.74539 -1.22784 3.39292
H 4.40831 1.16781 3.66301
H -0.42479 -0.04038 -0.66451
H -1.08288 0.60710 -2.16211
H 3.26062 -2.44029 -3.26235
H 5.75542 -0.29945 -4.44609
H -6.26439 4.35963 0.12286
```

=====

DFT (wB97M-V/def2-TZVPD) results for a molecular structure, C28H34BrF7N3O4PdS2Sb at a distorted geometry.

Its multiplicity is 5. Its lowest unoccupied orbital energy (alpha / beta) is -4.77 / -8.60 eV. Its orbital gap (alpha / beta) is 9.2 / 5.6 eV. As for the calculated total energy: -162981.4763 eV. Its total charge is +2. The energy above the lowest of the compared OMol25 structures with the same formula, charge and spin comes out at 114.6 kJ/mol.

Structure (XYZ):
```
81
C28H34BrF7N3O4PdS2Sb wB97M-V/def2-TZVPD
Sb 1.93692 -1.78818 -3.94143
Pd -0.12013 0.65562 0.14329
Br -0.58910 3.29522 1.21643
S 0.90829 1.49602 -2.21575
S -1.06438 0.86577 -4.01966
F 2.34076 3.15174 -3.64775
F 3.39973 1.46544 -2.78517
F -0.09013 2.84505 -5.35721
F 2.46114 0.91172 0.76852
F 2.25746 1.21080 -4.58693
F -2.16010 3.09911 -4.75260
F -1.66770 1.82565 -6.43243
O -2.34000 0.31108 -3.72128
O 1.11841 0.08165 -1.86631
O -0.04495 -0.01552 -4.53795
O 1.17119 2.43591 -1.16758
N 0.39299 -0.19263 2.09565
N -0.50993 1.74817 -2.79839
N -2.13094 1.63750 -0.28799
C -2.01153 2.92620 0.02699
C -3.14684 1.27218 -1.06954
C -0.70053 -0.80864 2.68557
C -0.67697 -2.81273 0.97794
C -1.15156 -2.08631 2.22903
C 4.09633 0.31999 3.91422
C -4.04016 2.19214 -1.58790
C -1.51523 -2.34977 -0.22396
C 3.89768 0.75139 2.60336
C -3.88873 3.53084 -1.26612
C -1.08854 1.27605 4.12472
C 0.81861 -2.74422 0.65703
C 1.82155 -2.09190 -6.06583
C 3.05921 -0.30975 4.60945
C -1.34367 -0.17765 3.78933
C -2.34422 -0.86013 4.45692
C 1.74916 -3.82007 -3.15756
C -2.35427 2.06778 3.74267
C 1.56871 -0.02629 2.71928
C -2.73194 -2.12969 4.06913
C -0.74474 1.51048 5.59717
C -2.86049 3.91428 -0.41433
C 1.82886 -0.49920 4.03496
C -1.27538 2.24320 -5.25152
C 2.66627 0.57098 2.04609
C 2.29018 1.85830 -3.42530
C -2.13844 -2.72013 2.96144
C 4.04738 -1.53631 -3.56520
H -3.16800 1.82862 4.42651
H -0.91313 -3.86638 1.14098
H -0.26377 1.65569 3.51981
H -2.44170 -3.71834 2.67123
H 1.04778 -2.83162 -6.25621
H 2.79321 -2.45501 -6.39562
H 5.06055 0.45056 4.38457
H -0.68355 2.58176 5.78797
H 1.04322 -1.01479 4.57041
H -1.50401 1.10277 6.26353
H 4.69161 1.21148 2.03149
H -2.67151 1.82168 2.72734
H 4.48309 -0.85862 -4.29399
H 1.09867 -1.81674 0.15659
H -4.84026 1.85679 -2.23111
H 3.23897 -0.66335 5.61538
H -2.83994 -0.38237 5.29113
H 4.48512 -2.52957 -3.65713
H 1.56637 -1.15499 -6.55167
H 1.06337 -3.55303 -0.03129
H 0.70789 -4.08153 -2.99207
H -2.15666 3.13821 3.79532
H -4.57468 4.27044 -1.65625
H -3.25199 0.21841 -1.27660
H 2.32198 -3.88096 -2.23612
H -1.23655 -2.90120 -1.12324
H 2.18378 -4.47350 -3.91325
H 4.19001 -1.14953 -2.56017
H -1.35921 -1.27890 -0.41953
H 0.21433 1.06495 5.86341
H 1.42819 -2.86874 1.55195
H -3.50810 -2.65394 4.60950
H -2.72730 4.93732 -0.09474
H -2.57799 -2.50669 -0.04168
```

=====

DFT (wB97M-V/def2-TZVPD) results for 2 unconnected molecules or ions with the total composition C28H34BrN4 at a distorted geometry.

Its lowest unoccupied orbital energy is -4.19 eV. Its orbital gap is 5.9 eV. As for the calculated total energy: -105583.2209 eV. Its total charge is +1.

Structure (XYZ):
```
67
C28H34BrN4 wB97M-V/def2-TZVPD
Br -3.58480 1.07626 1.99094
N -0.53428 -1.66829 1.95534
N 4.16804 -4.81171 -0.97210
N 3.15245 4.11218 3.33589
N -4.42742 -1.69546 0.59067
C 2.93995 2.75829 3.35009
C -5.23078 -2.90501 0.59093
C -2.57085 -0.48958 1.58575
C 5.30777 -5.66279 -0.71565
C 3.43466 -5.14779 -2.17085
C -4.95089 -0.62141 -0.22271
C 3.65018 -3.94921 -0.03026
C -3.15432 -1.69288 1.07962
C 3.39583 -4.38912 1.29142
C 3.57030 0.54634 2.57028
C 2.51483 -2.19003 1.85719
C 1.72652 2.23482 3.87068
C -1.06357 -2.79842 1.50343
C 2.07600 5.04700 3.10315
C 4.18357 6.24227 3.56294
C 1.93245 -1.32074 2.82625
C 3.89708 1.87264 2.78241
C 3.34304 -2.61397 -0.39921
C -1.23894 -0.53826 1.97980
C -2.39021 -2.88069 1.09709
C 2.85880 -1.73087 0.54720
C 5.52934 -6.44198 -2.02516
C 4.38712 4.73266 3.77066
C 2.74625 6.43063 3.04599
C 4.28667 -6.20217 -2.89602
C 2.32400 0.01565 3.05200
C 1.46548 0.88650 3.79533
C 2.74531 -3.55825 2.17987
H 3.70100 -7.11861 -3.00806
H 4.33510 6.76363 4.51320
H 3.24900 -4.24196 -2.76545
H -0.43092 -3.68541 1.46751
H 0.56336 0.46954 4.25200
H 3.68094 -5.40565 1.57100
H 4.84553 2.27782 2.42634
H -4.81525 -3.64982 1.27718
H 2.71627 -0.67411 0.30340
H 2.45421 -3.91476 3.16995
H -0.73474 0.35292 2.33409
H 4.25229 -0.11379 2.02776
H -2.79535 -3.83579 0.75766
H 2.44248 -5.56319 -1.91346
H -5.83049 -0.17518 0.25819
H 2.76117 6.76445 2.00290
H 3.57833 -2.28114 -1.41302
H 1.53468 4.79533 2.17509
H 4.91453 6.61376 2.84082
H -4.19364 0.15033 -0.36974
H 5.11031 -6.33651 0.13418
H -5.25138 -1.01234 -1.20514
H 1.01212 2.91452 4.34507
H 1.12368 -1.71757 3.44459
H 4.56363 4.52433 4.84335
H 5.24655 4.31745 3.22451
H 6.18384 -5.05546 -0.43263
H 4.55171 -5.83144 -3.88796
H 1.34105 4.99344 3.92336
H 5.69243 -7.50105 -1.81070
H -6.25415 -2.67208 0.91830
H 2.17409 7.15257 3.63739
H -5.28644 -3.34473 -0.41800
H 6.42255 -6.04336 -2.51643
```